1.
Density functional theory data (ωB97M-V with the def2-TZVPD basis set) for 5 unconnected molecules or ions with the total composition C19H39NO9 in a non-equilibrium geometry.

Output
SMILES: CCOC(C)=O.CCOC(C)=O.CCOC(C)=O.CCOC(C)=O.CN(C)C=O
Lowest unoccupied orbital energy: 0.0073 hartree
Maximum force: 4.395 eV/Å
HOMO energy: -9.31 eV
DFT total energy: -1479.23700 Ha
Frontier orbital gap: 9.51 eV

Structure (ORCA input):
```
! RIJCOSX wB97M-V def2-TZVPD def2/J DEFGRID3
* xyz 0 1
C -1.80 -1.78 3.44
O -1.04 -2.75 3.64
N -2.06 -1.26 2.28
C -2.97 -0.09 2.13
C -1.73 -1.78 0.99
H -2.40 -1.29 4.22
H -3.75 -0.15 1.37
H -2.40 0.81 1.90
H -3.45 0.09 3.09
H -1.34 -1.04 0.30
H -0.96 -2.54 1.12
H -2.59 -2.36 0.66
O -0.18 4.60 4.26
C 0.82 5.25 4.21
O 2.05 4.73 4.33
C 2.30 3.32 4.23
C 1.80 2.54 5.46
C 0.85 6.69 4.01
H 3.38 3.36 4.30
H 1.98 2.87 3.29
H 1.65 1.50 5.16
H 0.84 2.83 5.89
H 2.41 2.54 6.37
H -0.08 7.20 4.27
H 1.12 6.88 2.97
H 1.56 7.17 4.68
O 3.58 -3.43 -1.04
C 3.65 -2.25 -0.75
O 3.75 -1.66 0.53
C 4.03 -2.45 1.66
C 5.54 -2.31 2.00
C 3.48 -1.25 -1.89
H 3.59 -3.42 1.44
H 3.46 -2.00 2.48
H 6.09 -2.28 1.06
H 5.87 -3.08 2.70
H 5.62 -1.29 2.38
H 3.86 -0.25 -1.70
H 2.41 -1.04 -1.90
H 3.91 -1.61 -2.82
O -3.27 -6.43 -0.57
C -2.98 -6.11 -1.73
O -3.79 -5.43 -2.52
C -5.15 -5.16 -2.05
C -5.54 -3.81 -2.73
C -1.64 -6.39 -2.33
H -5.28 -5.05 -0.98
H -5.70 -6.07 -2.29
H -6.53 -3.43 -2.47
H -5.51 -3.89 -3.82
H -4.71 -3.14 -2.51
H -0.84 -5.81 -1.88
H -1.64 -6.16 -3.40
H -1.25 -7.39 -2.20
O -0.42 4.08 -2.23
C -0.89 3.88 -3.36
O -0.13 3.77 -4.55
C 1.25 4.17 -4.50
C 1.98 4.08 -5.84
C -2.35 3.66 -3.58
H 1.76 3.50 -3.81
H 1.24 5.16 -4.06
H 3.04 4.31 -5.74
H 1.56 4.81 -6.54
H 1.95 3.07 -6.23
H -2.77 4.52 -4.11
H -2.72 3.49 -2.57
H -2.51 2.74 -4.14
*
```

Atomic partial charges in e from the Löwdin method, atoms 1 to 6:
1 C -0.3558
2 O -0.0156
3 N -0.1913
4 C -0.0406
5 C -0.0562
6 H 0.1316

***

2.
Density functional theory data (ωB97M-V with the def2-TZVPD basis set) for a molecular structure, C2H2Li2NaO2 in a non-equilibrium geometry.

Output
Lowest unoccupied orbital energy (alpha / beta): -0.0393 / -0.0436 hartree
Maximum force: 3.198 eV/Å
HOMO energy (alpha / beta): -3.67 / -5.20 eV
<S²>: 0.751
DFT total energy: -405.17026 Ha
Frontier orbital gap (alpha / beta): 2.61 / 4.01 eV

Structure (ORCA input):
```
! RIJCOSX wB97M-V def2-TZVPD def2/J DEFGRID3
* xyz 0 2
O -0.25 0.14 1.83
C 0.02 -0.62 0.77
C 0.79 -0.22 -0.28
Li 0.21 1.52 3.04
Na -1.49 1.21 -0.84
H -0.77 -1.36 0.52
H 1.57 0.54 -0.07
Li -0.48 -0.92 -3.41
O 0.40 -0.29 -1.56
*
```

Atomic partial charges in e from the Löwdin method, atoms 1 to 6:
1 O -0.4370
2 C -0.4432
3 C -0.4353
4 Li 0.7667
5 Na 0.3151
6 H 0.0948